Density functional theory data (ωB97M-V/def2-TZVPD) for a 2-piece molecular cluster, C25H44NO4 overall.

Properties
HOMO level = -1.68 eV
LUMO level = 2.0113 eV
total charge = -1
Kohn-Sham gap = 3.69 eV
DFT total energy = -36316.168 eV

Each line ends with the Löwdin charge.
Geometry (Å):
C 1.800 -4.625 0.823  0.0249
C 2.692 -3.779 0.905  -0.2808
C 3.708 -2.825 1.001  -0.3350
C 3.317 -1.694 1.969  -0.2361
C 2.506 -2.138 3.179  -0.2247
C 0.994 -2.090 3.057  -0.2048
C 0.313 -0.767 3.428  -0.2133
C 1.032 0.516 3.061  -0.2096
C 0.114 1.736 3.260  -0.2065
C -0.366 2.288 1.922  -0.2153
C -1.218 1.284 1.174  -0.2190
C -1.919 1.845 -0.049  -0.1727
C -2.796 0.780 -0.675  -0.2470
O -1.937 -0.055 -1.425  -0.1805
C -2.332 -1.401 -1.529  -0.0999
C 3.921 -2.284 -0.418  -0.2362
C 4.878 -1.092 -0.479  -0.2155
C 4.518 -0.016 -1.492  -0.1890
C 3.184 0.652 -1.255  -0.1752
N 2.992 1.763 -2.237  -0.0905
C 2.039 1.424 -3.285  -0.0565
C 2.757 3.006 -1.699  -0.5219
C 3.635 3.432 -0.560  0.0029
O 1.931 3.783 -2.158  0.0363
H 1.004 -5.225 0.483  -0.0474
H 2.825 -0.890 1.408  0.0818
H 4.237 -1.268 2.363  0.0827
H 2.799 -1.532 4.033  0.0940
H 2.816 -3.151 3.400  0.0991
H 0.665 -2.413 2.082  0.0893
H 0.608 -2.828 3.754  0.0992
H -0.640 -0.760 2.912  0.0895
H 0.065 -0.758 4.484  0.1047
H 1.334 0.514 2.026  0.0859
H 1.900 0.612 3.697  0.1049
H 0.702 2.521 3.719  0.0966
H -0.746 1.474 3.864  0.1025
H 0.520 2.479 1.323  0.1056
H -0.895 3.226 2.053  0.1062
H -0.632 0.438 0.848  0.1158
H -1.985 0.927 1.858  0.1144
H -1.164 2.075 -0.789  0.1147
H -2.493 2.732 0.186  0.1111
H -3.554 1.242 -1.297  0.0985
H -3.272 0.210 0.119  0.1172
H -2.552 -1.827 -0.557  0.0922
H -1.486 -1.938 -1.934  0.0841
H -3.163 -1.526 -2.212  0.0684
H 4.356 -3.080 -1.008  0.0932
H 2.945 -2.056 -0.866  0.0897
H 5.011 -0.624 0.488  0.0895
H 5.844 -1.490 -0.762  0.0983
H 4.493 -0.466 -2.479  0.1114
H 5.258 0.773 -1.448  0.1010
H 2.373 -0.040 -1.412  0.1065
H 3.089 0.997 -0.239  0.0963
H 1.012 1.585 -2.990  0.0841
H 2.163 0.379 -3.529  0.0843
H 2.254 1.994 -4.176  0.0831
H 3.387 4.445 -0.302  0.0756
H 4.671 3.370 -0.860  0.0839
H 3.500 2.806 0.309  0.0674
O -6.201 -1.801 -0.124  0.1319
C -6.432 -1.049 -1.020  -0.4822
O -5.455 -0.425 -1.721  -0.0068
C -6.024 0.500 -2.661  -0.1577
C -7.449 0.009 -2.894  -0.1534
C -7.793 -0.605 -1.536  -0.0738
H -5.994 1.499 -2.222  0.1253
H -5.419 0.495 -3.564  0.1285
H -8.126 0.798 -3.215  0.1122
H -7.452 -0.768 -3.659  0.1163
H -8.200 0.131 -0.842  0.1289
H -8.466 -1.453 -1.610  0.1216

Cartesian forces, eV/Å:
C 0.9 0.5 -0.3
C -0.5 -0.9 0.2
C -0.8 0.3 -0.1
C 0.6 -0.4 -0.2
C 0.1 0.3 -0.2
C -0.1 0.1 0.5
C 0.1 -0.4 -0.6
C -0.8 0.2 0.6
C 0.6 0.2 -0.7
C 0.2 -0.6 0.0
C -0.5 0.6 0.1
C 0.2 -0.6 0.0
C 0.6 0.2 0.2
O 0.0 0.1 -0.1
C 0.4 0.1 -0.1
C 0.5 -0.1 0.7
C -0.1 -0.1 -0.4
C -0.2 -0.3 0.5
C 0.3 0.1 -0.8
N -1.1 -0.1 0.8
C 0.4 -0.3 -0.2
C -0.1 0.5 -0.2
C 0.0 -0.1 0.0
O 0.1 -0.1 -0.2
H -0.4 -0.2 0.1
H -0.3 0.2 0.0
H 0.2 0.4 0.1
H 0.1 0.1 0.4
H 0.1 -0.3 0.1
H 0.1 -0.1 -0.4
H -0.3 -0.3 0.1
H -0.4 0.0 -0.1
H 0.1 0.1 0.4
H 0.4 -0.2 -0.3
H 0.5 0.1 0.0
H -0.1 0.3 0.5
H -0.2 0.1 0.4
H 0.2 0.4 -0.2
H -0.2 0.3 0.0
H 0.2 -0.4 0.1
H -0.2 -0.3 0.2
H 0.2 0.5 -0.3
H -0.1 0.3 0.1
H -0.3 0.0 -0.3
H -0.4 -0.2 0.1
H -0.3 -0.1 0.3
H 0.3 -0.2 -0.1
H -0.4 -0.1 0.0
H -0.1 -0.3 -0.4
H -0.2 0.3 -0.2
H -0.1 0.1 0.3
H 0.5 0.0 0.1
H 0.2 0.1 -0.4
H 0.4 0.2 -0.3
H -0.3 -0.3 0.0
H 0.1 0.2 0.3
H -0.3 0.1 0.1
H 0.1 -0.3 -0.1
H -0.1 0.3 -0.3
H -0.1 0.4 0.1
H 0.3 -0.1 0.0
H 0.0 -0.1 0.3
O 0.1 -0.1 0.0
C -0.2 0.1 0.2
O -0.2 0.0 -0.1
C -0.1 0.0 -0.1
C -0.1 0.0 0.1
C 0.2 0.0 -0.5
H 0.0 0.0 0.0
H 0.1 0.0 0.1
H 0.0 0.1 0.0
H 0.0 0.0 0.0
H 0.0 0.0 0.1
H 0.0 0.0 0.2


Density functional theory data (ωB97M-V/def2-TZVPD) for C25H44O2P2Sc as an isolated structure.

Properties
HOMO level (alpha / beta) = -6.97 / -6.98 eV
LUMO level (alpha / beta) = -4.3681 / -4.3677 eV
total charge = +1
Kohn-Sham gap (alpha / beta) = 2.60 / 2.61 eV
DFT total energy = -69997.462 eV
ΔE to the lowest compared entry with this formula, charge and spin = 1138.2 kJ/mol

Each line ends with the Löwdin charge.
Geometry (Å):
Sc 1.915 3.566 -4.232  0.9305
C -0.624 1.400 1.933  -0.2789
C -1.575 1.973 1.041  -0.2599
C -1.764 -0.320 0.911  -0.2908
C -0.684 -0.020 1.784  -0.2725
C -2.325 0.913 0.455  -0.2723
C 0.163 2.142 2.946  -0.0806
H 0.271 3.202 2.672  0.0602
H 1.162 1.707 3.094  0.0505
H -0.355 2.107 3.924  0.0862
C 0.165 -1.017 2.457  -0.0672
H 1.015 -0.551 2.964  0.0628
H 0.567 -1.751 1.745  0.0518
H -0.411 -1.580 3.203  0.0808
C -2.193 -1.686 0.564  -0.0774
H -2.421 -2.282 1.457  0.0818
H -1.414 -2.244 0.024  0.0351
H -3.090 -1.674 -0.059  0.0663
C -3.518 1.073 -0.406  -0.0796
H -4.410 1.307 0.202  0.0822
H -3.723 0.145 -0.957  0.0561
H -3.381 1.896 -1.124  0.0598
C -1.800 3.423 0.815  -0.0860
H -2.656 3.796 1.407  0.0804
H -2.016 3.647 -0.245  0.0566
H -0.920 4.016 1.105  0.0541
C 3.880 2.869 -4.184  -0.2404
C 3.771 3.881 -3.237  -0.2194
C 3.685 5.360 -3.542  -0.1711
C 3.080 5.856 -4.869  -0.1831
C 1.722 5.302 -5.316  -0.2411
C 1.560 4.255 -6.227  -0.1848
C 2.448 3.022 -6.371  -0.2250
C 3.845 3.034 -5.690  -0.1771
H 4.725 5.740 -3.501  0.1520
H 3.842 5.784 -5.672  0.1261
H 3.165 5.857 -2.707  0.1300
H 4.439 3.878 -6.074  0.1311
H 4.070 1.856 -3.815  0.0759
H 3.947 3.604 -2.189  0.0835
H 4.303 2.113 -6.086  0.1367
H 1.910 2.105 -6.013  0.1174
H 0.620 4.155 -6.831  0.1373
H 2.605 2.788 -7.437  0.1479
H 2.926 6.941 -4.718  0.1356
H 0.858 5.817 -4.839  0.1383
P 3.609 1.081 -0.949  0.8950
C 4.369 -0.055 0.251  -0.2760
C 2.035 1.505 -0.082  -0.2620
P 1.514 -1.111 -2.204  0.9809
C 2.936 -0.033 -2.334  -0.4658
C -0.171 -0.577 -1.922  -0.1674
C 1.372 -1.988 -3.788  -0.1712
H 4.065 -1.096 0.066  0.0221
H 4.083 0.285 1.254  0.0501
H 5.456 0.073 0.140  0.0395
H 1.789 2.553 -0.280  0.0371
H 2.155 1.370 0.996  0.0386
H 1.200 0.889 -0.432  -0.0033
H 1.395 -1.249 -4.606  0.0624
H 0.423 -2.545 -3.825  0.0797
H 2.218 -2.680 -3.898  0.0745
H 3.801 -0.684 -2.551  0.0789
H 2.821 0.620 -3.233  0.0163
H -0.823 -1.457 -1.766  0.0762
H -0.515 -0.028 -2.807  0.0730
H -0.273 0.076 -1.047  0.0346
C 1.095 -4.752 -0.248  0.0060
O 0.773 -3.424 -0.772  -0.0812
C 1.810 -2.621 -1.089  -0.4990
O 2.965 -2.855 -0.736  0.0503
H 0.135 -5.270 -0.159  0.1063
H 1.580 -4.688 0.728  0.1037
H 1.746 -5.290 -0.942  0.1010

Cartesian forces, eV/Å:
Sc -3.1 -0.5 2.2
C -0.4 -0.6 -1.2
C 0.3 -1.1 0.3
C 0.3 1.4 0.0
C -0.8 1.4 -0.5
C 1.4 -0.6 0.4
C 0.1 0.2 0.4
H 0.1 -0.2 0.1
H 0.0 0.2 0.1
H 0.3 0.1 -0.2
C 0.2 -0.4 0.4
H 0.0 -0.1 0.0
H 0.1 -0.1 0.1
H 0.2 -0.1 0.1
C -0.2 -0.5 0.0
H 0.0 0.0 -0.1
H 0.0 -0.2 0.0
H 0.0 -0.1 0.0
C -0.4 0.1 -0.1
H 0.1 0.0 -0.3
H -0.1 0.3 0.0
H -0.2 -0.2 0.0
C -0.3 0.5 0.1
H 0.2 0.1 -0.2
H 0.0 0.0 0.3
H -0.2 -0.1 -0.1
C 1.7 -1.0 0.6
C 1.0 -0.4 0.2
C 0.6 -0.1 1.0
C -0.2 0.9 -1.0
C 0.3 1.4 -0.2
C -1.6 -0.3 -1.2
C 0.4 1.1 -1.5
C 0.9 -0.8 -0.6
H -0.5 0.0 -0.1
H -0.7 -0.1 0.4
H 0.1 -0.1 -0.1
H -0.3 -0.3 0.2
H 0.4 0.6 -0.2
H -0.2 0.1 -0.4
H 0.0 0.4 0.2
H -0.1 -0.1 0.3
H 0.7 0.1 1.1
H 0.0 0.1 0.5
H 0.1 -0.5 -0.1
H 0.3 0.0 -1.2
P -0.7 0.4 0.0
C 0.4 -0.3 -0.2
C 0.0 0.1 -0.4
P -1.4 -2.2 -0.3
C 0.9 0.3 0.3
C -0.1 0.9 0.1
C 0.3 0.0 -0.3
H 0.3 0.4 0.4
H 0.1 -0.2 -0.2
H -0.3 -0.4 0.2
H -0.1 -0.1 0.2
H -0.2 0.1 -0.2
H 0.2 0.3 0.6
H 0.0 -0.3 0.2
H 0.4 0.2 0.1
H -0.2 0.2 -0.1
H -0.4 -0.1 -0.1
H -0.4 -0.7 0.6
H 0.5 0.2 -0.1
H 0.0 -0.1 0.1
H -0.4 -0.2 0.1
C -0.1 -0.1 0.1
O 0.7 1.2 -1.2
C 1.9 -1.3 1.9
O -1.9 0.6 -1.1
H 0.2 0.3 -0.1
H -0.1 0.2 -0.2
H -0.1 0.2 0.0


Density functional theory data (ωB97M-V/def2-TZVPD) for a 3-piece molecular cluster, C25H45BFN3O9PSSi overall.

Properties
HOMO level = -11.13 eV
LUMO level = -3.7921 eV
total charge = +1
Kohn-Sham gap = 7.34 eV
DFT total energy = -80946.804 eV

Each line ends with the Löwdin charge.
Geometry (Å):
C 3.978 0.473 5.383  -0.0659
C 3.804 1.419 4.139  -0.1202
B 3.591 0.581 2.828  -0.4983
O 4.498 -0.242 2.265  0.2172
N 2.223 0.661 2.096  0.1647
C 1.330 -0.172 2.568  -0.2165
F 1.698 -0.943 3.584  0.1761
C 0.062 -0.282 2.077  -0.1190
C -0.914 -1.255 2.720  -0.1163
P -2.091 -1.975 1.539  0.4375
O -1.402 -2.728 0.501  -0.2309
O -2.993 -2.990 2.397  -0.0906
O -3.124 -0.899 0.950  -0.1056
C -0.248 0.513 1.004  0.0824
C 0.697 1.400 0.491  -0.1270
C 0.275 2.231 -0.714  -0.1461
C -1.019 1.766 -1.419  -0.1903
C -2.325 2.349 -0.844  -0.2500
C -2.324 3.893 -0.822  -0.4273
S -2.018 4.535 0.855  0.9843
C -3.508 4.112 1.640  -0.6828
N -4.580 3.677 1.095  0.0369
N -5.524 3.460 2.047  0.0603
C -4.973 3.778 3.165  -0.1848
O -3.716 4.177 2.979  0.0349
C 1.951 1.508 1.047  -0.0881
Si 3.324 2.730 0.468  0.6376
C 3.927 3.875 1.866  -0.1488
C 2.869 3.904 -0.929  -0.1770
C 4.858 1.789 -0.161  -0.1524
H 3.766 -0.569 5.142  0.0670
H 3.306 0.806 6.173  0.0793
H 5.001 0.551 5.750  0.0808
H 2.882 1.988 4.303  0.1047
H 4.639 2.113 4.036  0.0996
H 5.335 0.201 2.079  0.1240
H -1.383 -0.809 3.605  0.1238
H -0.328 -2.093 3.109  0.1134
H -3.675 -2.453 2.835  0.0941
H -2.850 -0.749 0.024  0.0723
H -1.244 0.430 0.605  0.0890
H 1.074 2.135 -1.452  0.1060
H 0.217 3.283 -0.425  0.0835
H -0.954 2.102 -2.460  0.1285
H -1.041 0.673 -1.459  0.0944
H -3.140 1.965 -1.462  0.1147
H -2.459 1.968 0.173  0.0765
H -3.318 4.228 -1.123  0.0797
H -1.575 4.320 -1.489  0.0855
H -5.470 3.714 4.117  0.1352
H 4.824 3.418 2.295  0.0226
H 3.182 3.937 2.665  0.0377
H 4.197 4.860 1.485  0.0454
H 3.694 4.618 -1.018  0.0501
H 2.696 3.422 -1.890  0.0419
H 2.008 4.512 -0.630  0.0380
H 5.210 2.265 -1.079  0.0440
H 4.535 0.787 -0.472  0.0434
H 5.661 1.738 0.576  0.0292
O 1.654 -2.801 -4.917  0.1133
C 1.642 -3.433 -3.900  -0.5271
O 0.840 -3.035 -2.889  -0.0103
C 0.603 -3.806 -1.706  -0.2442
C 1.677 -3.559 -0.668  -0.0574
C 2.567 -4.608 -3.690  0.0137
H 0.486 -4.865 -1.944  0.1255
H -0.345 -3.471 -1.316  0.0519
H 2.661 -3.871 -1.022  0.0686
H 1.453 -4.103 0.250  0.0831
H 1.742 -2.493 -0.441  0.0712
H 3.539 -4.241 -3.364  0.0960
H 2.681 -5.124 -4.640  0.0935
H 2.198 -5.342 -2.976  0.0701
O -2.804 -0.448 -2.623  0.0834
C -3.186 -1.553 -2.942  -0.4970
O -4.201 -1.669 -3.797  0.0222
C -4.610 -2.914 -4.379  -0.2194
C -5.564 -3.664 -3.473  -0.0603
C -2.588 -2.777 -2.304  0.0160
H -3.743 -3.513 -4.660  0.1172
H -5.118 -2.651 -5.305  0.1262
H -5.094 -3.932 -2.526  0.0677
H -5.910 -4.578 -3.957  0.0854
H -6.428 -3.042 -3.238  0.0858
H -3.072 -2.947 -1.345  0.0877
H -1.538 -2.590 -2.146  0.0492
H -2.656 -3.676 -2.913  0.0894

Cartesian forces, eV/Å:
C 0.3 0.4 -0.4
C -1.0 -0.5 -0.1
B 0.9 0.5 0.6
O -0.5 0.5 -0.8
N 0.7 -0.2 0.3
C -0.5 -0.3 0.1
F 0.5 0.2 0.0
C -1.2 -0.7 0.3
C 0.3 0.4 0.1
P -0.4 -1.7 0.0
O 0.8 0.2 -0.4
O 0.0 1.6 0.2
O 0.7 0.0 0.4
C 0.4 -0.1 0.5
C -1.0 0.7 -1.0
C 0.1 -0.5 -0.3
C 0.2 0.6 0.1
C 0.8 -0.4 -0.2
C -1.1 -0.9 0.4
S 0.6 0.5 0.3
C -1.3 -0.5 0.5
N -0.1 -0.2 -2.2
N -0.4 -0.1 0.6
C -0.8 -0.5 -1.1
O 2.0 0.9 1.2
C 0.3 -0.2 0.3
Si 1.5 1.2 -0.7
C -0.4 -1.1 0.2
C -0.4 0.0 0.5
C -1.1 -0.4 -0.1
H 0.1 0.0 0.1
H 0.1 -0.1 0.0
H -0.1 -0.2 0.0
H 0.3 0.3 0.0
H -0.1 0.0 0.1
H 0.3 -0.5 0.4
H -0.1 0.1 -0.2
H -0.3 -0.2 -0.1
H -0.2 -0.6 0.2
H -0.5 0.1 -0.1
H 0.1 0.3 -0.2
H 0.0 0.2 0.1
H 0.0 -0.1 0.0
H 0.0 -0.1 0.1
H -0.1 0.2 -0.1
H 0.0 0.1 0.2
H -0.3 0.2 -0.1
H 0.2 0.3 0.0
H 0.0 0.1 0.2
H 0.5 0.2 0.2
H 0.0 0.2 0.0
H 0.1 0.4 0.0
H -0.2 0.0 0.0
H 0.1 -0.3 0.0
H 0.0 0.2 0.0
H 0.0 -0.1 -0.3
H 0.1 0.2 0.2
H 0.4 0.0 0.2
H 0.0 0.0 -0.2
O -0.1 0.1 0.1
C 0.4 -0.1 0.0
O -0.4 0.2 -0.1
C 0.5 -0.2 0.2
C 0.2 0.0 0.0
C -0.3 -0.4 0.0
H 0.1 0.0 -0.1
H 0.0 0.0 0.1
H 0.0 -0.1 0.0
H 0.0 0.0 0.0
H -0.1 0.0 0.0
H 0.0 0.0 0.0
H 0.1 0.2 -0.1
H 0.1 0.1 0.1
O -0.2 0.0 0.2
C 0.0 -0.2 0.2
O 0.1 0.4 -0.2
C -0.2 -0.4 0.0
C 0.0 0.1 0.2
C -0.1 -0.2 -0.6
H 0.0 0.0 0.1
H 0.1 0.2 0.0
H 0.0 -0.1 0.0
H 0.0 0.0 0.0
H 0.0 0.0 -0.1
H 0.0 -0.1 0.0
H -0.1 0.3 0.1
H -0.2 0.0 0.1


> Look up the total charge of the second one.

+1